1.
This record from the Open Molecules 2025 dataset describes an isolated molecule of C22H24FN3O3. The level of theory is ωB97M-V with the def2-TZVPD basis set.

Geometry (Å):
C -1.15 -0.19 -8.31
H -1.76 -1.08 -8.12
O -1.04 0.62 -7.17
C -0.46 0.10 -6.06
C -0.37 0.95 -4.95
C 0.20 0.52 -3.77
C 0.71 -0.77 -3.66
C 0.62 -1.62 -4.76
C 0.04 -1.19 -5.94
H 0.00 -1.88 -6.77
H 1.01 -2.62 -4.70
N 1.29 -1.21 -2.45
C 2.04 -2.33 -2.28
O 2.39 -3.11 -3.14
C 2.39 -2.46 -0.81
H 3.47 -2.51 -0.69
C 1.76 -1.25 -0.11
C 0.68 -1.71 0.88
O 0.33 -2.87 0.95
N 0.11 -0.75 1.64
C 0.51 0.63 1.78
H 1.25 0.91 1.03
C 1.08 0.85 3.20
N 0.13 0.47 4.22
C -0.74 1.41 4.76
C -1.42 1.16 5.96
C -2.25 2.08 6.55
C -2.43 3.33 5.97
C -1.75 3.62 4.80
C -0.93 2.68 4.21
H -0.43 2.95 3.29
H -1.87 4.59 4.34
H -3.07 4.05 6.44
H -2.74 1.81 7.48
F -1.25 -0.02 6.60
C -0.28 -0.91 4.06
H -1.01 -1.19 4.80
C -0.86 -1.13 2.65
H -1.10 -2.18 2.50
H -1.76 -0.52 2.53
H 0.61 -1.54 4.18
H 1.39 1.88 3.34
H 1.96 0.20 3.32
H -0.37 1.26 1.64
H 2.52 -0.69 0.44
C 1.15 -0.41 -1.25
H 1.69 0.54 -1.37
H 0.09 -0.20 -1.07
H 1.96 -3.39 -0.43
H 0.25 1.22 -2.95
H -0.77 1.95 -5.04
H -0.16 -0.50 -8.68
H -1.63 0.43 -9.07

The SMILES is COc1ccc(N2C[C@@H](C(=O)N3CCN(c4ccccc4F)CC3)CC2=O)cc1. The calculation puts the orbital gap at 8.306 eV. The value obtained for the LUMO energy is 0.0138 Eh. For the total energy, the calculation gives -36534.31073 eV. The energy above the lowest of the compared OMol25 structures with the same formula, charge and spin comes out at 175.5 kJ/mol.

2.
This record from the Open Molecules 2025 dataset describes a 2-piece molecular cluster, C3H7N2 overall in a non-equilibrium geometry. The level of theory is ωB97M-V with the def2-TZVPD basis set.

Geometry (Å):
C -0.77 -0.94 0.57
C 1.27 0.62 -1.50
C -0.06 -0.23 1.53
N 0.01 0.80 -1.25
N -1.73 -1.21 -0.05
H 1.44 -0.35 -2.00
H 2.01 1.34 -1.33
H -0.58 0.73 1.68
H 1.01 -0.21 1.35
H -0.24 -0.57 2.56
H -0.20 1.65 -0.76
H -2.15 -1.64 -0.82

The total charge is +1. The calculation puts the orbital gap at 9.258 eV. The value obtained for the LUMO energy is -0.1923 Eh. For the total energy, the calculation gives -6195.01060 eV. The energy above the lowest of the compared OMol25 structures with the same formula, charge and spin comes out at 241.3 kJ/mol.

3.
This record from the Open Molecules 2025 dataset describes C12H29BF4N5O4OsP as an isolated structure. The level of theory is ωB97M-V with the def2-TZVPD basis set.

Geometry (Å):
Os 0.02 -1.75 -0.04
C -0.33 1.57 -3.25
N -1.26 0.43 -3.33
C -2.29 0.43 -4.37
C -1.16 -0.56 -2.46
N -0.19 -0.57 -1.53
N -2.07 -1.58 -2.54
C -2.13 -2.77 -1.84
N -3.02 -3.65 -2.29
N -1.38 -2.99 -0.80
H -0.61 2.29 -4.01
H 0.69 1.25 -3.46
H -0.39 2.05 -2.27
H -2.19 1.33 -4.96
H -3.29 0.44 -3.93
H -2.17 -0.43 -5.04
H 0.47 0.21 -1.59
H -2.77 -1.46 -3.25
H -3.56 -3.51 -3.13
H -3.18 -4.52 -1.80
H -1.44 -3.92 -0.41
F 0.55 -5.16 -0.23
B 1.37 -4.19 0.17
F 0.64 -3.33 1.19
F 1.37 -3.08 -0.91
F 2.61 -4.43 0.56
C -0.06 3.27 3.06
C -1.08 2.67 2.13
C -2.26 2.05 2.86
C -1.51 3.62 1.04
O -0.38 1.55 1.34
P 0.09 0.21 1.93
O 0.36 0.05 3.35
O -0.94 -0.92 1.30
O 1.26 -0.28 0.89
C 2.80 -0.19 1.19
C 3.03 1.20 1.73
C 3.43 -0.40 -0.17
C 3.13 -1.28 2.18
H -0.51 4.12 3.57
H 0.80 3.64 2.50
H 0.27 2.56 3.81
H -2.81 2.84 3.36
H -1.93 1.34 3.62
H -2.94 1.56 2.16
H -2.02 4.47 1.49
H -2.21 3.14 0.35
H -0.65 4.00 0.49
H 2.66 1.96 1.04
H 4.10 1.35 1.86
H 2.56 1.33 2.71
H 3.13 0.39 -0.87
H 3.19 -1.38 -0.58
H 4.51 -0.35 -0.06
H 2.56 -1.17 3.10
H 4.19 -1.20 2.42
H 2.97 -2.27 1.75

The total charge is +2. The calculation puts the orbital gap (spin up / spin down) at 7.451 / 7.477 eV. The value obtained for the LUMO energy (spin up / spin down) is -0.3171 / -0.3206 Eh. For the total energy, the calculation gives -51852.74251 eV. The energy above the lowest of the compared OMol25 structures with the same formula, charge and spin comes out at 0.9 kJ/mol.